Record 1
Entry from OMol25: C36H42N3OP2RuSSi2 as an isolated structure (wB97M-V/def2-TZVPD).

Properties
- energy relative to the best compared isomer or geometry (same formula, charge and spin) (eV) = 0.000
- LUMO (spin up / spin down) (eV) = 2.7 / 2.7
- net charge = -1
- <S²> = 6.014
- 2S+1 = 5
- E_tot (Eh) = -3391.42129
- Kohn-Sham gap (spin up / spin down) (eV) = 5.862 / 6.775

Structure (XYZ):
```
88
C36H42N3OP2RuSSi2 | OMol25 | wB97M-V/def2-TZVPD
Ru -1.199 0.061 -0.218
C -3.020 -1.454 2.849
Si -1.390 -0.586 3.205
C -1.721 1.210 3.687
C -0.657 -1.434 4.737
N -0.403 -0.692 1.811
P 1.102 -0.225 1.450
C 1.185 0.444 -0.060
P 1.244 -0.088 -1.620
N -0.201 0.075 -2.315
Si -0.950 -0.659 -3.668
C -2.571 0.250 -4.012
C 0.127 -0.565 -5.224
C -1.378 -2.477 -3.406
C 2.508 0.832 -2.562
C 2.132 1.825 -3.457
C 3.092 2.607 -4.090
C 4.437 2.401 -3.831
C 4.823 1.416 -2.928
C 3.864 0.644 -2.294
C 1.743 -1.841 -1.876
C 1.155 -2.800 -1.052
C 1.394 -4.151 -1.246
C 2.212 -4.572 -2.286
C 2.784 -3.629 -3.128
C 2.552 -2.276 -2.924
C 1.685 0.963 2.708
C 1.505 2.322 2.458
C 1.846 3.263 3.416
C 2.383 2.858 4.631
C 2.582 1.507 4.881
C 2.234 0.564 3.923
C 2.245 -1.632 1.713
C 1.808 -2.842 2.235
C 2.674 -3.924 2.337
C 3.988 -3.802 1.912
C 4.436 -2.593 1.392
C 3.569 -1.517 1.295
H -2.860 -2.531 2.747
H -3.454 -1.106 1.911
H -3.741 -1.292 3.655
H -2.563 1.290 4.382
H -1.956 1.812 2.806
H -0.842 1.648 4.168
H -1.409 -1.476 5.530
H 0.205 -0.891 5.129
H -0.345 -2.458 4.524
H -2.499 1.294 -3.700
H -3.399 -0.201 -3.459
H -2.832 0.220 -5.074
H 0.590 0.417 -5.334
H -0.458 -0.766 -6.126
H 0.930 -1.306 -5.178
H -1.918 -2.591 -2.462
H -0.491 -3.115 -3.374
H -2.023 -2.833 -4.216
H 1.077 1.985 -3.644
H 2.785 3.379 -4.785
H 5.185 3.011 -4.323
H 5.873 1.254 -2.714
H 4.167 -0.116 -1.582
H 0.492 -2.487 -0.253
H 0.932 -4.874 -0.584
H 2.395 -5.628 -2.444
H 3.414 -3.945 -3.952
H 3.003 -1.558 -3.597
H 1.102 2.618 1.496
H 1.696 4.317 3.212
H 2.653 3.593 5.380
H 3.012 1.184 5.821
H 2.398 -0.488 4.123
H 0.769 -2.939 2.524
H 2.317 -4.866 2.736
H 4.661 -4.648 1.976
H 5.459 -2.494 1.050
H 3.907 -0.575 0.875
O -3.036 -1.173 -0.604
N -4.165 -0.576 -0.945
C -5.174 -1.383 -1.344
C -6.387 -0.885 -1.732
C -6.571 0.501 -1.707
C -5.540 1.308 -1.303
C -4.290 0.788 -0.913
S -2.980 1.775 -0.445
H -4.907 -2.429 -1.323
H -7.166 -1.564 -2.046
H -7.515 0.937 -2.009
H -5.644 2.383 -1.279
```



Record 2
Entry from OMol25: a 3-piece molecular cluster, C9H16FNO10 overall in a non-equilibrium geometry (wB97M-V/def2-TZVPD).

Properties
- LUMO (eV) = -0.3
- SMILES = O=CO[C@@H](F)CON=O.COC(=O)OC.COC(=O)OC
- 2S+1 = 1
- E_tot (Eh) = -1259.43693
- Kohn-Sham gap (eV) = 10.544

Structure (XYZ):
```
37
C9H16FNO10 | OMol25 | wB97M-V/def2-TZVPD
O 0.543 -0.916 3.876
C 0.126 -0.144 3.155
O -1.101 -0.309 2.549
C -0.993 -0.542 1.177
F -0.131 0.329 0.635
C -0.536 -1.972 0.917
O 0.100 -2.071 -0.338
N 1.514 -2.033 -0.198
O 1.980 -1.206 -0.860
H 0.637 0.785 2.942
H -1.938 -0.341 0.717
H 0.056 -2.365 1.731
H -1.433 -2.563 0.871
C 4.244 -2.031 -7.131
O 3.812 -3.022 -6.199
C 3.746 -2.595 -4.935
O 4.013 -1.486 -4.550
O 3.333 -3.611 -4.177
C 3.214 -3.296 -2.788
H 4.253 -2.505 -8.109
H 3.552 -1.190 -7.147
H 5.248 -1.687 -6.890
H 2.486 -2.511 -2.636
H 4.179 -3.006 -2.376
H 2.872 -4.199 -2.287
C -3.445 5.956 2.966
O -3.513 4.948 3.976
C -3.648 3.707 3.507
O -3.713 3.394 2.346
O -3.697 2.874 4.547
C -3.842 1.499 4.187
H -3.337 6.907 3.480
H -2.583 5.796 2.321
H -4.359 5.970 2.375
H -2.997 1.166 3.588
H -4.774 1.339 3.647
H -3.868 0.928 5.112
```